The following is a DFT calculation (ωB97M-V with the def2-TZVPD basis set) of a molecular structure, C2H5O2S at a distorted geometry.

Relative energy (zero: lowest compared OMol25 entry of this formula, charge and spin), kcal/mol: 39.6
E, a.u.: -627.877631
Total charge: -1

XYZ file:
```
10
C2H5O2S, DFT ωB97M-V with the def2-TZVPD basis set
C -0.484 -0.161 -2.240
S -1.573 -0.150 -0.782
H 0.001 -1.145 -2.175
H -0.971 -0.087 -3.204
H 0.022 0.840 -2.319
O 1.453 -0.885 3.093
C 0.923 0.173 2.634
O 0.481 0.327 1.297
H 0.653 1.077 3.190
H -0.505 0.012 0.505
```

The following is a DFT calculation (ωB97M-V with the def2-TZVPD basis set) of a molecular structure, C2F3NO5PdS2 at a distorted geometry.

Spin multiplicity: 4
E, a.u.: -1730.369867
Total charge: +1

XYZ file:
```
14
C2F3NO5PdS2, DFT ωB97M-V with the def2-TZVPD basis set
N -0.106 -0.376 -1.294
S 1.394 -0.716 -1.097
O 1.742 -1.954 -1.791
S -0.593 1.035 -0.420
O -1.806 0.635 0.342
C -1.279 1.867 -1.965
F -0.309 2.077 -2.836
F -2.231 1.143 -2.515
F -1.783 3.029 -1.577
O -0.462 -2.217 2.480
C 0.642 -1.595 2.456
O 0.741 -0.719 1.557
O 1.474 -1.651 3.414
Pd 2.578 -0.557 3.244
```

The following is a DFT calculation (ωB97M-V with the def2-TZVPD basis set) of a molecular structure, C24H5B5F3O43V at a distorted geometry.

Spin multiplicity: 2
E, a.u.: -5522.198855
Total charge: -3

XYZ file:
```
81
C24H5B5F3O43V, DFT ωB97M-V with the def2-TZVPD basis set
O 2.383 1.370 1.102
V 1.321 1.018 0.076
O 6.074 2.448 -7.003
C 4.996 2.118 -6.571
O 4.774 1.565 -5.395
B 3.299 1.498 -5.176
O 2.713 2.078 -6.359
C 3.596 2.498 -7.213
O 3.457 3.164 -8.196
O 2.959 2.115 -3.887
C 2.495 1.257 -3.025
O 2.233 1.412 -1.852
C 2.266 -0.017 -3.841
O 2.882 0.065 -5.008
O 1.598 -0.913 -3.418
O -5.216 0.920 5.944
C -4.354 0.432 5.250
O -3.209 0.902 4.866
B -2.484 -0.095 4.079
O -3.442 -1.218 3.935
C -4.495 -0.971 4.665
O -5.428 -1.737 4.766
O -2.081 0.444 2.750
C -0.815 0.243 2.528
O -0.204 0.432 1.492
C -0.251 -0.343 3.845
O -1.229 -0.512 4.685
O 0.930 -0.574 3.964
O 1.524 -3.555 -2.013
C 1.131 -3.494 -0.880
O 0.473 -4.452 -0.259
B -0.221 -3.953 0.905
O 0.289 -2.562 1.089
C 1.038 -2.254 0.034
O 1.525 -1.162 -0.273
O -1.666 -3.980 0.853
C -2.109 -4.578 1.941
O -3.263 -4.805 2.211
C -0.959 -5.149 2.738
O 0.136 -4.818 2.074
O -1.003 -5.769 3.764
O -7.109 -0.168 -1.342
C -5.975 -0.575 -1.221
O -4.938 -0.124 -1.861
B -3.728 -0.813 -1.466
O -4.176 -1.658 -0.313
C -5.492 -1.623 -0.224
O -6.197 -2.260 0.515
O -2.729 0.179 -0.984
C -1.560 -0.096 -1.625
O -0.489 0.416 -1.363
C -1.841 -1.330 -2.584
O -3.113 -1.594 -2.517
O -1.081 -1.867 -3.345
O 0.347 2.959 -0.045
C -0.811 3.347 0.128
O -1.882 2.645 -0.050
B -3.087 3.475 0.310
O -2.504 4.778 0.623
C -1.209 4.783 0.437
O -0.459 5.713 0.554
O -3.999 3.646 -0.819
C -5.130 3.088 -0.444
O -6.147 3.100 -1.080
C -4.976 2.396 0.985
O -3.823 2.904 1.425
O -5.821 1.855 1.638
C 6.316 1.887 1.365
C 5.678 0.684 2.038
O 5.861 -0.572 1.360
C 4.875 -0.978 0.558
O 4.110 -0.227 0.017
C 4.810 -2.492 0.406
F 4.309 -2.828 -0.797
F 6.069 -2.996 0.545
F 4.112 -2.998 1.395
H 7.400 1.860 1.227
H 6.133 2.820 1.900
H 5.942 2.059 0.355
H 4.609 0.897 2.051
H 6.044 0.643 3.062
```

The following is a DFT calculation (ωB97M-V with the def2-TZVPD basis set) of C27H34N6O3 in the gas phase at a distorted geometry.

SMILES: CCc1nn([C@H](C)C(=O)NCCN2CCN(c3cccc(C)c3C)CC2)c(=O)c2cc3occc3n12
Relative energy (zero: lowest compared OMol25 entry of this formula, charge and spin), kcal/mol: 0.0
E, a.u.: -1603.522961

XYZ file:
```
70
C27H34N6O3, DFT ωB97M-V with the def2-TZVPD basis set
C -0.801 -4.526 -1.803
C -0.922 -3.016 -2.019
C -1.294 -2.329 -0.746
N -2.510 -2.003 -0.537
N -2.888 -1.410 0.608
C -4.300 -1.045 0.702
C -5.177 -2.053 -0.017
C -4.455 0.368 0.093
O -4.985 0.571 -0.977
N -3.911 1.324 0.868
C -3.746 2.678 0.384
C -2.671 2.804 -0.706
N -1.331 3.026 -0.191
C -0.802 1.905 0.562
C 0.554 2.276 1.169
N 1.518 2.643 0.155
C 2.373 1.649 -0.347
C 2.289 1.186 -1.659
C 3.180 0.242 -2.132
C 4.171 -0.249 -1.306
C 4.294 0.214 -0.002
C 5.412 -0.291 0.862
C 3.400 1.167 0.484
C 3.574 1.710 1.871
C 0.978 3.653 -0.724
C -0.417 3.337 -1.277
C -2.025 -1.048 1.617
O -2.418 -0.414 2.591
C -0.660 -1.461 1.401
C 0.457 -1.321 2.207
C 1.504 -1.894 1.477
O 2.816 -2.165 1.589
C 3.158 -2.794 0.438
C 2.113 -2.947 -0.423
C 1.014 -2.359 0.247
N -0.320 -2.096 0.200
H -1.755 -4.933 -1.480
H -0.513 -5.013 -2.732
H -0.053 -4.753 -1.047
H -1.701 -2.812 -2.752
H 0.025 -2.610 -2.381
H -4.533 -1.002 1.772
H -4.984 -2.006 -1.085
H -4.978 -3.059 0.343
H -6.220 -1.806 0.159
H -3.465 1.045 1.734
H -3.500 3.327 1.225
H -4.701 2.987 -0.049
H -2.918 3.671 -1.324
H -2.723 1.908 -1.349
H -1.480 1.665 1.379
H -0.687 1.008 -0.079
H 0.927 1.430 1.745
H 0.407 3.134 1.834
H 1.523 1.564 -2.317
H 3.097 -0.111 -3.150
H 4.867 -0.986 -1.680
H 6.101 0.517 1.105
H 5.972 -1.067 0.346
H 5.027 -0.696 1.796
H 3.227 0.995 2.617
H 3.020 2.637 1.986
H 4.626 1.908 2.069
H 1.676 3.828 -1.544
H 0.898 4.574 -0.133
H -0.792 4.215 -1.809
H -0.368 2.499 -1.996
H 0.471 -0.878 3.181
H 4.182 -3.097 0.346
H 2.150 -3.410 -1.387
```

The following is a DFT calculation (ωB97M-V with the def2-TZVPD basis set) of a molecular structure, H11O5 at a distorted geometry.

Spin multiplicity: 2
Relative energy (zero: lowest compared OMol25 entry of this formula, charge and spin), kcal/mol: 25.5
E, a.u.: -381.940988
Total charge: +2

XYZ file:
```
16
H11O5, DFT ωB97M-V with the def2-TZVPD basis set
O -1.229 -2.466 -0.888
H -1.650 -2.125 -1.706
H -1.713 -3.259 -0.715
O -1.202 0.381 0.796
H -2.038 0.163 1.185
H -0.822 0.965 1.468
O 1.593 0.602 -2.379
H 1.466 1.502 -2.114
H 0.989 0.420 -3.129
O 0.255 2.267 2.714
H 0.491 1.746 3.521
H -0.147 3.058 3.156
O 0.805 -0.825 -0.285
H 0.468 -1.745 -0.431
H -0.034 -0.214 0.337
H 1.220 -0.177 -1.235
```

The following is a DFT calculation (ωB97M-V with the def2-TZVPD basis set) of 3 unconnected molecules or ions with the total composition C5H12IN2 at a distorted geometry.

Relative energy (zero: lowest compared OMol25 entry of this formula, charge and spin), kcal/mol: 96.0
E, a.u.: -604.526303
Total charge: +1

XYZ file:
```
20
C5H12IN2, DFT ωB97M-V with the def2-TZVPD basis set
C 1.751 0.725 0.143
C -1.439 -0.385 -2.432
C -1.908 -1.081 -0.198
C 0.095 2.539 -0.260
C -1.002 -0.941 -1.359
N 0.871 1.597 0.072
N 1.661 -0.871 2.501
I 0.970 -1.751 -1.258
H 2.615 0.763 -0.427
H 0.978 -1.561 2.204
H -0.792 -0.291 -3.366
H -2.541 0.003 -2.301
H -2.610 -0.276 -0.112
H -1.418 -0.850 0.728
H -2.307 -2.075 -0.294
H -0.805 2.468 -0.926
H 0.131 3.440 0.170
H 1.254 -0.211 3.137
H 2.523 -1.286 2.742
H 1.972 0.045 1.238
```

The following is a DFT calculation (ωB97M-V with the def2-TZVPD basis set) of C5H10 in the gas phase at a distorted geometry.

SMILES: C=C(C)CC
Relative energy (zero: lowest compared OMol25 entry of this formula, charge and spin), kcal/mol: 45.6
E, a.u.: -196.435660

XYZ file:
```
15
C5H10, DFT ωB97M-V with the def2-TZVPD basis set
C 0.864 -1.149 1.078
C -0.083 -0.415 0.485
C -1.265 0.054 1.161
C -0.168 -0.194 -1.020
C 0.676 1.044 -1.346
H 0.940 -1.489 2.054
H 1.735 -1.621 0.537
H -1.956 -0.757 1.357
H -0.913 0.527 2.065
H -1.630 1.048 0.644
H -1.225 -0.014 -1.492
H 0.422 -1.076 -1.262
H 1.687 0.747 -1.544
H 0.357 1.572 -2.231
H 0.558 1.721 -0.486
```

The following is a DFT calculation (ωB97M-V with the def2-TZVPD basis set) of C5H8N2 in the gas phase.

Relative energy (zero: lowest compared OMol25 entry of this formula, charge and spin), kcal/mol: 70.3
E, a.u.: -304.723517

XYZ file:
```
15
C5H8N2, DFT ωB97M-V with the def2-TZVPD basis set
C -2.026 -0.116 -0.478
C -1.128 -0.319 0.719
N 0.162 0.008 0.522
C 0.933 -0.612 -0.586
C 2.215 0.153 -0.510
N 2.245 0.922 0.525
C 1.027 0.809 1.168
H -3.052 -0.417 -0.261
H -2.053 0.961 -0.726
H -1.717 -0.637 -1.391
H 0.390 -0.559 -1.527
H -1.521 -0.099 1.709
H 1.077 -1.663 -0.310
H 3.016 0.094 -1.239
H 0.730 1.453 1.983
```